{"formula": "C4H6O7RbS", "method": "ωB97M-V/def2-TZVPD", "elements": ["Rb", "S", "O", "O", "O", "O", "C", "C", "C", "O", "C", "O", "O", "H", "H", "H", "H", "H", "H"], "positions_angstrom": [[13.2094, 7.2661, 37.2585], [10.7228, 7.8625, 34.9900], [12.1635, 8.3429, 34.9772], [10.3931, 7.5433, 36.4230], [9.8660, 8.9518, 34.4890], [10.6151, 6.6318, 34.1836], [10.1643, 10.6581, 37.3996], [11.6008, 10.9255, 37.0339], [11.7977, 11.3795, 35.5765], [12.3568, 12.7175, 35.7001], [12.4483, 13.0734, 36.9725], [12.7751, 14.1573, 37.3515], [12.0875, 12.0656, 37.7949], [9.5614, 11.5532, 37.2236], [10.0742, 10.3869, 38.4566], [9.7638, 9.8446, 36.7929], [12.2153, 10.0636, 37.3230], [10.8701, 11.3780, 35.0104], [12.4824, 10.7427, 35.0258]], "multiplicity": 1, "charge": -1, "gap_ha": 0.197, "homo_energy_ev": -4.10}

{"formula": "C4H6OS", "method": "ωB97M-V/def2-TZVPD", "elements": ["C", "O", "C", "C", "C", "S", "H", "H", "H", "H", "H", "H"], "positions_angstrom": [[-0.4540, -1.3066, -1.0079], [-0.8708, -0.9345, 0.2842], [-0.5143, 0.5003, 0.3219], [0.3530, 1.3042, 1.2285], [0.8603, 0.4604, 0.0038], [0.7991, 0.0056, -1.7173], [0.0234, -2.3777, -0.8770], [-1.1680, -1.4341, -1.9074], [-1.2319, 1.1054, -0.3146], [0.2030, 2.4138, 1.2221], [0.8260, 0.7984, 2.1756], [1.1741, -0.5352, 0.5881]], "multiplicity": 1, "smiles": "C1O[C@H]2C[C@@H]2S1", "gap_ha": 0.348, "homo_energy_ev": -8.56}

{"formula": "C4H6OS", "method": "ωB97M-V/def2-TZVPD", "elements": ["C", "C", "C", "C", "O", "S", "H", "H", "H", "H", "H", "H"], "positions_angstrom": [[-0.8791, 0.3339, -1.1535], [0.1525, -0.2931, 0.6381], [-0.6289, -0.4908, 1.6014], [1.5588, 0.1469, 0.5183], [-1.5491, 0.2157, -3.5397], [-0.7987, -0.5173, -2.5113], [-1.5946, 1.2006, -1.0753], [-1.6955, -0.3457, 1.4671], [-0.3837, -1.1296, 2.5062], [2.2481, -0.0728, 1.4217], [1.6350, 1.3102, 0.5039], [1.9352, -0.3580, -0.3768]], "multiplicity": 1, "gap_ha": 0.348, "homo_energy_ev": -9.22}

{"formula": "C4H6OS", "method": "ωB97M-V/def2-TZVPD", "elements": ["C", "C", "S", "C", "C", "O", "H", "H", "H", "H", "H", "H"], "positions_angstrom": [[0.5782, -1.1727, 0.6087], [0.9085, 0.0733, -0.1196], [2.3101, 0.8152, -0.0180], [-0.2469, 0.5175, -0.9292], [-1.2232, 1.0044, 0.1000], [-2.0093, 0.3239, 0.6868], [-0.4855, -1.2380, 0.8697], [0.6497, -2.0144, -0.0551], [1.3066, -1.2629, 1.4064], [-0.6860, -0.4482, -1.1315], [-0.0340, 1.2783, -1.6759], [-1.0681, 2.1235, 0.2577]], "multiplicity": 1, "smiles": "CC(=S)CC=O", "gap_ha": 0.312, "homo_energy_ev": -8.86}

Looking at relative energy (zero: lowest compared OMol25 entry of this formula, charge and spin) for the records above, in order, we have 0.0, 116.2, 124.3, 36.5 kcal/mol.